Computed, not measured: a cluster of 12 separate species, C13H50N22O13 in total at a distorted geometry, with wB97M-V/def2-TZVPD.

Last columns: bonded neighbours and bond lengths (Å).
Atoms and positions in Å:
1 O -2.6564 3.1291 -0.2425  C39 1.220
2 O -4.1761 -2.1652 -3.3013  C38 1.182
3 O -4.8923 2.6016 -2.4240  C46 1.176
4 O 5.2368 1.9974 -0.4997  C40 1.232
5 O -1.7933 0.3066 -4.2228  C48 1.253
6 O 3.8387 -2.1585 -2.2335  C45 1.190
7 O 1.2337 0.9259 1.7133  C43 1.492, H60 0.960
8 O 2.2215 4.9129 2.3787  C36 1.230
9 O -2.3517 -2.0351 3.4151  C41 1.220
10 O 1.5519 -0.8973 5.4865  C42 1.224
11 O 2.8672 -0.8392 2.4829  C44 1.272
12 O -0.1562 -0.5603 -0.9118  C37 1.432, H49 0.960
13 O -0.7054 -3.1234 -0.1399  C47 1.198
14 N 0.2067 -5.1379 -0.2466  C47 1.350, H66 1.010, H72 1.010
15 N -0.3075 -0.0980 4.5379  C42 1.300, H76 1.010, H95 1.010
16 N -3.4894 0.9006 -2.0756  C46 1.336, H59 1.010, H70 1.010
17 N 0.2870 -3.9534 1.6280  C47 1.280, H53 1.010, H67 1.010
18 N -3.2113 -1.8676 1.3012  C41 1.330, H56 1.010, H69 1.010
19 N 0.2602 0.7693 -3.3232  C48 1.245, H54 1.010, H64 1.010
20 N 4.7187 -0.3592 3.7499  C44 1.319, H63 1.010, H75 1.010
21 N 3.8801 1.9772 1.2842  C40 1.308, H55 1.010, H96 1.010
22 N -2.0870 -1.9609 -2.5321  C38 1.324, H62 1.010, H90 1.010
23 N 0.0225 -2.2232 4.5418  C42 1.304, H71 1.010, H88 1.010
24 N -4.3968 -1.3437 2.9999  C41 1.294, H50 1.010, H91 1.010
25 N 4.8954 -1.8110 2.1540  C44 1.303, H94 1.010, H98 1.010
26 N -4.9512 0.8272 -3.6730  C46 1.289, H61 1.010, H68 1.010
27 N -0.1772 1.4698 -5.2463  C48 1.343, H73 1.010, H80 1.010
28 N 3.4143 0.6925 -0.3910  C40 1.305, H57 1.010, H78 1.010
29 N -2.4453 4.8354 -1.4934  C39 1.258, H84 1.010, H92 1.010
30 N -2.1864 5.1684 0.6216  C39 1.317, H74 1.010, H77 1.010
31 N 2.3452 4.1878 0.2009  C36 1.332, H51 1.010, H86 1.010
32 N -3.3920 -3.4516 -1.6140  C38 1.364, H79 1.010, H89 1.010
33 N 1.6648 -2.3008 -2.2366  C45 1.276, H65 1.010, H97 1.010
34 N 2.7842 -3.9695 -2.9252  C45 1.305, H58 1.010, H93 1.010
35 N 2.6330 6.2456 0.5759  C36 1.324, H52 1.010, H85 1.010
36 C 2.3173 5.1043 1.1676  O8 1.230, N31 1.332, N35 1.324
37 C -0.3907 0.6134 -0.1264  O12 1.432, C43 1.528, H81 1.090, H83 1.090
38 C -3.3048 -2.4785 -2.5663  O2 1.182, N22 1.324, N32 1.364
39 C -2.5309 4.3387 -0.3413  O1 1.220, N29 1.258, N30 1.317
40 C 4.2468 1.5714 0.0962  O4 1.232, N21 1.308, N28 1.305
41 C -3.2093 -1.6888 2.6194  O9 1.220, N18 1.330, N24 1.294
42 C 0.4857 -1.0600 4.9073  O10 1.224, N15 1.300, N23 1.304
43 C -0.1196 0.4050 1.3631  O7 1.492, C37 1.528, H82 1.090, H87 1.090
44 C 4.1029 -0.9684 2.7548  O11 1.272, N20 1.319, N25 1.303
45 C 2.8339 -2.7326 -2.5123  O6 1.190, N33 1.276, N34 1.305
46 C -4.4952 1.5278 -2.6919  O3 1.176, N16 1.336, N26 1.289
47 C -0.1219 -4.0088 0.4168  O13 1.198, N14 1.350, N17 1.280
48 C -0.6281 0.7654 -4.1955  O5 1.253, N19 1.245, N27 1.343
49 H -0.3871 -1.3744 -0.4584  O12 0.960
50 H -4.4085 -1.1249 3.9858  N24 1.010
51 H 2.0789 3.2461 0.4507  N31 1.010
52 H 2.3604 6.2195 -0.3963  N35 1.010
53 H 0.3000 -3.0964 2.1622  N17 1.010
54 H -0.0108 0.3207 -2.4598  N19 1.010
55 H 2.9877 1.8870 1.7484  N21 1.010
56 H -3.8067 -1.2057 0.8242  N18 1.010
57 H 2.5222 0.8001 0.0702  N28 1.010
58 H 3.6485 -4.4613 -3.1021  N34 1.010
59 H -3.0923 1.5059 -1.3712  N16 1.010
60 H 1.6534 0.1944 2.1719  O7 0.960
61 H -5.6897 1.2187 -4.2398  N26 1.010
62 H -1.8979 -1.2133 -3.1845  N22 1.010
63 H 4.1942 0.2285 4.3821  N20 1.010
64 H 1.2560 0.9015 -3.4284  N19 1.010
65 H 1.6795 -1.4995 -1.6219  N33 1.010
66 H -0.0136 -5.0800 -1.2306  N14 1.010
67 H 0.8948 -4.6326 2.0632  N17 1.010
68 H -4.6012 -0.0778 -3.9534  N26 1.010
69 H -2.3697 -2.3112 0.9620  N18 1.010
70 H -3.1900 -0.0397 -2.2905  N16 1.010
71 H -0.7477 -2.3490 3.9007  N23 1.010
72 H 0.7544 -5.8257 0.2504  N14 1.010
73 H -0.7391 1.7602 -6.0337  N27 1.010
74 H -2.3524 6.1521 0.4639  N30 1.010
75 H 5.7039 -0.5448 3.8721  N20 1.010
76 H -1.1830 -0.2738 4.0659  N15 1.010
77 H -2.0364 4.8214 1.5582  N30 1.010
78 H 3.5553 0.2244 -1.2748  N28 1.010
79 H -4.2366 -4.0041 -1.5760  N32 1.010
80 H 0.7723 1.8097 -5.1926  N27 1.010
81 H -1.4804 0.5965 -0.1495  C37 1.090
82 H -0.2303 -0.6644 1.5428  C43 1.090
83 H -0.0420 1.5356 -0.5911  C37 1.090
84 H -2.3438 5.8269 -1.6566  N29 1.010
85 H 2.9004 7.0721 1.0912  N35 1.010
86 H 2.7112 4.2740 -0.7365  N31 1.010
87 H -0.7915 0.8895 2.0715  C43 1.090
88 H 0.5377 -3.0576 4.7834  N23 1.010
89 H -2.6411 -3.7169 -0.9929  N32 1.010
90 H -1.5368 -2.1717 -1.7118  N22 1.010
91 H -5.1371 -1.0530 2.3774  N24 1.010
92 H -2.7411 4.1221 -2.1444  N29 1.010
93 H 1.8433 -4.3167 -3.0446  N34 1.010
94 H 4.3927 -2.2516 1.3969  N25 1.010
95 H -0.0065 0.8661 4.5494  N15 1.010
96 H 4.4849 2.5604 1.8448  N21 1.010
97 H 0.7588 -2.7273 -2.3685  N33 1.010
98 H 5.8505 -2.0399 2.3893  N25 1.010

## Properties
- <S²>: 0.75
- E_LUMO (spin up / spin down): 0.07310 / 0.07289 Eh
- E: -73698.9024 eV
- Multiplicity: 2
- Net charge: -1
- Frontier orbital gap (spin up / spin down): 2.1 / 8.8 eV

Atom charges from the Mulliken analysis, given in e for atoms 1 to 4:
1. O -0.686
2. O -0.664
3. O -0.719
4. O -0.780